Molecular formula: C4H35N2O12
Method: DFT, the ωB97M-V functional and the def2-TZVPD basis

## Properties
Gap between HOMO and LUMO (alpha / beta), hartree: 0.0991 / 0.3824
Energy relative to the best compared isomer or geometry (same formula, charge and spin), eV: 0.4934
Spin multiplicity: 2
E_HOMO (alpha / beta), Eh: -0.09387 / -0.37954

Last column: Mulliken charge in e.
Positions of all 53 atoms, in Å:
C: -3.01 0.90 -1.71  -1.49
C: -1.53 0.48 -1.78  0.71
C: -0.85 -0.32 -0.60  -1.89
N: 1.16 1.48 0.08  0.21
C: 0.20 1.16 0.95  -2.41
N: -0.89 0.39 0.64  1.66
H: -3.41 0.45 -0.79  0.38
H: -3.27 2.00 -1.75  0.29
H: -3.51 0.49 -2.54  0.38
H: -0.83 1.29 -2.05  -0.16
H: -1.52 -0.18 -2.70  0.35
H: 0.12 -0.66 -1.03  0.46
H: -1.43 -1.23 -0.53  0.04
H: 1.26 0.95 -0.81  -0.04
H: 1.98 2.02 0.25  0.49
H: 0.09 1.36 2.02  0.86
H: -1.51 0.32 1.45  0.38
H: 0.02 -2.06 1.35  0.05
H: 1.50 -1.97 1.28  0.40
O: 0.81 -2.49 0.86  -0.62
H: -1.07 -3.25 3.18  0.20
H: -2.34 -2.39 3.32  0.12
O: -1.35 -2.34 3.25  -0.23
H: -3.42 2.07 2.18  0.20
H: -2.84 1.70 0.85  0.19
O: -2.57 2.07 1.70  -0.45
H: 0.91 3.07 -2.94  0.33
H: 2.38 2.85 -2.54  0.35
O: 1.80 3.01 -3.29  -0.73
H: 1.30 -3.26 -0.54  0.38
H: 2.50 -3.48 -1.71  0.31
O: 1.57 -3.50 -1.45  -0.83
H: -0.98 3.38 1.64  0.27
H: 0.22 4.42 1.22  0.27
O: -0.21 3.59 1.08  -0.52
H: 3.29 -1.38 2.64  0.35
H: 2.07 -0.47 2.90  0.43
O: 2.72 -0.71 2.19  -0.65
H: 4.12 1.34 0.21  0.33
H: 3.63 1.39 -1.22  0.33
O: 4.18 1.89 -0.59  -0.71
H: 1.53 1.16 -3.63  0.37
H: 1.05 -0.31 -2.99  0.23
O: 1.39 0.60 -2.87  -0.53
H: -3.07 -3.50 0.34  0.20
H: -3.63 -2.67 1.47  0.27
O: -2.86 -2.71 0.88  -0.43
H: 0.45 -2.22 -4.16  0.28
H: 0.79 -2.68 -2.70  0.38
O: 0.27 -2.00 -3.26  -0.60
H: 1.53 0.31 4.48  0.13
H: 0.43 -0.57 3.98  0.28
O: 0.86 0.27 3.79  -0.57



Molecular formula: C4H35N3O11
Method: DFT, the ωB97M-V functional and the def2-TZVPD basis

## Properties
Gap between HOMO and LUMO, hartree: 0.3906
Energy relative to the best compared isomer or geometry (same formula, charge and spin), eV: 2.7017
Spin multiplicity: 1
E_HOMO, Eh: -0.57391
Net charge: +2

Last column: Mulliken charge in e.
Positions of all 53 atoms, in Å:
C: -0.60 -0.21 -0.28  -0.69
C: 0.74 0.55 -0.23  0.33
C: 1.68 -0.06 0.78  -0.96
N: 1.95 1.64 4.06  -0.34
C: 1.60 0.74 3.13  0.31
N: 2.02 0.87 1.90  -0.02
N: -0.64 -0.90 -1.65  -0.01
H: -1.37 0.56 -0.13  0.39
H: -0.68 -0.97 0.46  0.31
H: 1.44 0.61 -1.17  0.10
H: 0.49 1.65 -0.18  0.28
H: 1.10 -0.82 1.25  0.15
H: 2.68 -0.51 0.52  0.40
H: 1.77 1.24 5.02  0.29
H: 2.34 2.54 3.83  0.23
H: 1.05 -0.14 3.37  0.28
H: 2.44 1.75 1.63  0.19
H: 0.13 -1.61 -1.59  0.41
H: -0.09 -0.40 -2.40  0.15
H: -1.56 -1.23 -1.87  0.25
H: 0.98 -3.99 -0.86  0.25
H: 1.01 -3.70 0.62  0.36
O: 0.95 -3.21 -0.27  -0.58
H: -1.77 -4.10 1.50  0.27
H: -0.96 -5.04 0.84  0.29
O: -0.86 -4.11 1.20  -0.56
H: -0.53 -3.03 -4.84  0.32
H: 0.73 -1.88 -4.64  0.32
O: -0.18 -2.18 -4.56  -0.62
H: -1.28 3.06 2.74  0.31
H: -1.87 2.50 4.07  0.30
O: -1.66 2.28 3.16  -0.60
H: 0.03 1.44 -4.47  0.24
H: -0.19 2.27 -3.11  0.41
O: -0.01 1.40 -3.54  -0.63
H: 4.68 3.05 0.81  0.32
H: 3.54 2.85 -0.14  0.33
O: 3.91 2.50 0.72  -0.66
H: -4.33 0.08 0.37  0.31
H: -4.92 -1.33 0.53  0.30
O: -4.37 -0.68 0.95  -0.60
H: 0.60 3.99 -2.27  0.32
H: -0.70 4.55 -2.73  0.31
O: -0.30 3.70 -2.43  -0.63
H: -0.95 -2.06 4.38  0.28
H: -1.40 -2.03 2.87  0.25
O: -0.77 -1.72 3.51  -0.55
H: 1.97 2.23 -2.71  0.25
H: 3.35 2.01 -2.06  0.32
O: 2.55 2.52 -1.97  -0.65
H: -4.24 -1.91 -2.10  0.26
H: -4.72 -2.69 -0.66  0.33
O: -4.80 -2.06 -1.36  -0.61



Molecular formula: C4H35NO14
Method: DFT, the ωB97M-V functional and the def2-TZVPD basis

## Properties
Gap between HOMO and LUMO, hartree: 0.3480
Energy relative to the best compared isomer or geometry (same formula, charge and spin), eV: 3.6213
Spin multiplicity: 1
E_HOMO, Eh: -0.34953

Last column: Mulliken charge in e.
Positions of all 54 atoms, in Å:
O: 0.40 -1.79 -0.44  -0.41
C: 0.92 -0.70 -0.52  -0.18
C: 0.94 0.25 0.70  0.22
C: -0.64 0.42 1.23  -1.00
C: -1.21 -0.90 1.81  -0.90
N: 1.42 1.60 0.39  -0.51
H: 1.21 -0.25 -1.45  0.45
H: 1.53 0.04 1.55  0.50
H: -1.23 0.81 0.43  0.17
H: -0.57 1.13 2.02  0.64
H: -1.23 -1.56 1.00  0.03
H: -0.61 -1.19 2.67  0.25
H: -2.26 -0.83 2.09  0.47
H: 1.09 2.00 -0.46  0.06
H: 2.47 1.59 0.21  0.35
H: 1.73 -3.97 2.29  0.28
H: 0.58 -3.41 1.30  0.31
O: 1.31 -3.14 2.00  -0.66
H: -3.26 -1.97 -1.09  0.36
H: -3.29 -3.32 -0.68  0.33
O: -3.86 -2.57 -0.63  -0.64
H: 0.52 -3.05 -1.81  0.33
H: -0.34 -4.22 -2.31  0.27
O: -0.14 -3.32 -2.45  -0.66
H: 1.07 1.61 3.94  0.30
H: 0.82 0.37 4.63  0.32
O: 0.46 1.29 4.57  -0.63
H: -1.12 4.87 -1.07  0.37
H: -1.54 4.01 0.23  0.39
O: -1.79 4.15 -0.70  -0.76
H: 0.16 4.70 2.15  0.26
H: 0.22 3.18 1.53  0.38
O: -0.32 4.01 1.69  -0.70
H: -1.36 -2.00 -2.67  0.38
H: -1.54 -0.81 -1.76  0.43
O: -2.03 -1.37 -2.43  -0.78
H: 2.82 -2.07 1.76  0.39
H: 4.34 -2.34 1.03  0.31
O: 3.82 -1.74 1.62  -0.75
H: -0.97 1.75 -2.70  0.33
H: -1.03 2.72 -1.44  0.32
O: -0.50 2.09 -1.89  -0.54
H: 1.43 3.66 -1.62  0.30
H: 0.40 3.94 -2.57  0.35
O: 1.08 4.44 -2.02  -0.67
H: -3.07 1.37 -3.77  0.34
H: -2.54 0.18 -3.37  0.27
O: -2.18 0.98 -3.71  -0.63
H: 5.00 0.61 0.22  0.31
H: 3.91 -0.26 0.64  0.39
O: 4.08 0.41 0.02  -0.61
H: -2.17 -3.74 0.60  0.18
H: -1.82 -3.94 2.09  0.32
O: -1.48 -4.11 1.17  -0.62



Molecular formula: C4H35NO15
Method: DFT, the ωB97M-V functional and the def2-TZVPD basis

## Properties
Gap between HOMO and LUMO, hartree: 0.3690
Energy relative to the best compared isomer or geometry (same formula, charge and spin), eV: 6.2138
Spin multiplicity: 1
E_HOMO, Eh: -0.37108

Last column: Mulliken charge in e.
Positions of all 55 atoms, in Å:
C: -1.68 -0.40 3.98  -0.58
O: -1.52 0.45 2.91  -0.47
C: -1.33 -1.77 3.71  -0.47
C: -1.96 -2.33 2.22  -1.12
C: -1.04 -2.76 1.10  0.80
N: -1.57 -2.91 -0.18  -0.36
O: 0.06 -3.26 1.34  -0.68
H: -2.61 -0.13 4.55  0.30
H: -0.94 0.04 4.78  0.24
H: -1.75 0.12 2.16  0.28
H: -1.62 -2.39 4.61  0.36
H: -0.28 -2.00 3.60  0.36
H: -2.79 -1.68 2.00  0.59
H: -2.54 -3.31 2.57  0.30
H: -2.33 -2.30 -0.36  0.21
H: -1.18 -3.13 -1.07  0.21
H: 1.66 -3.30 -0.34  0.31
H: 2.21 -4.36 -1.38  0.24
O: 1.87 -3.54 -1.18  -0.56
H: 2.94 -2.46 -2.47  0.29
H: 3.79 -1.44 -3.27  0.25
O: 3.04 -1.77 -3.01  -0.50
H: 3.24 -0.02 3.17  0.31
H: 4.47 -0.71 2.65  0.29
O: 3.57 -0.86 2.86  -0.59
H: 0.26 -2.05 -2.31  0.09
H: 0.76 -1.07 -3.39  0.31
O: 0.14 -1.16 -2.54  -0.51
H: -3.23 3.35 0.31  0.28
H: -1.91 4.19 0.18  0.44
O: -2.61 3.90 0.82  -0.68
H: 0.03 -0.27 2.24  0.19
H: 1.32 -0.93 1.98  0.28
O: 0.55 -0.47 1.53  -0.48
H: 2.43 3.74 -2.07  0.31
H: 1.93 3.19 -0.62  0.31
O: 2.06 3.95 -1.15  -0.65
H: -0.24 1.18 0.09  0.09
H: 0.03 0.35 -0.94  0.21
O: -0.55 0.99 -0.76  -0.10
H: -0.78 2.27 1.97  0.30
H: 0.76 1.72 2.05  0.27
O: 0.18 2.41 1.94  -0.57
H: -2.49 1.01 -3.43  0.30
H: -1.53 -0.04 -2.62  0.31
O: -2.40 0.09 -3.03  -0.65
H: -0.70 3.59 -1.38  0.28
H: 0.23 4.75 -0.92  0.38
O: -0.77 4.49 -0.96  -0.74
H: 2.97 0.66 -3.11  0.26
H: 1.67 0.05 -2.36  0.36
O: 2.41 0.76 -2.35  -0.58
H: -0.19 1.24 -4.76  0.29
H: -1.06 2.59 -4.41  0.34
O: -1.00 1.71 -4.92  -0.64



Molecular formula: C4H35NO15S
Method: DFT, the ωB97M-V functional and the def2-TZVPD basis

## Properties
Gap between HOMO and LUMO, hartree: 0.3276
Energy relative to the best compared isomer or geometry (same formula, charge and spin), eV: 5.9173
Spin multiplicity: 1
E_HOMO, Eh: -0.34618

Last column: Mulliken charge in e.
Positions of all 56 atoms, in Å:
C: 0.14 -0.84 -0.48  -1.15
N: 1.54 -0.83 -0.07  0.89
C: 2.49 -0.15 -0.85  0.53
O: 1.95 0.50 -1.81  -0.43
O: 3.63 -0.09 -0.48  -0.64
C: -0.86 0.09 0.19  0.08
C: -1.11 -0.08 1.66  -0.02
S: -1.92 -1.68 2.16  -0.35
H: -0.14 -1.91 -0.34  0.37
H: -0.04 -0.65 -1.60  0.14
H: 1.74 -0.68 0.89  -0.07
H: 2.46 0.68 -2.69  0.40
H: -0.54 1.11 0.09  -0.21
H: -1.84 0.11 -0.36  0.69
H: -0.27 0.09 2.36  0.09
H: -1.86 0.72 2.04  -0.12
H: -0.96 -2.60 2.29  0.15
H: 1.94 -2.11 2.69  0.29
H: 1.36 -1.34 3.90  0.30
O: 1.13 -1.99 3.24  -0.55
H: -3.71 -2.91 0.37  0.32
H: -4.05 -1.45 0.30  0.30
O: -4.01 -2.21 -0.25  -0.67
H: 3.55 -3.25 0.63  0.28
H: 3.65 -1.74 1.11  0.33
O: 3.32 -2.77 1.35  -0.71
H: -3.60 -1.32 -1.75  0.32
H: -2.12 -1.58 -1.36  0.29
O: -2.76 -0.93 -1.90  -0.68
H: 1.59 3.78 -0.66  0.33
H: 1.07 2.42 -0.23  0.14
O: 1.30 3.25 0.11  -0.75
H: 0.99 -2.46 -3.34  0.30
H: 1.42 -3.02 -2.12  0.31
O: 1.08 -3.28 -2.97  -0.60
H: -1.61 3.31 -1.60  0.26
H: -2.34 2.88 -2.84  0.40
O: -2.20 3.56 -2.24  -0.63
H: 1.56 2.43 1.57  0.65
H: 1.70 3.80 2.49  0.28
O: 1.85 2.77 2.49  -0.73
H: 3.51 0.25 3.35  0.29
H: 2.28 1.09 3.34  0.32
O: 2.55 0.18 3.55  -0.58
H: -3.34 0.56 -2.80  0.38
H: -2.31 0.67 -3.93  0.26
O: -2.92 1.22 -3.46  -0.66
H: -2.49 1.73 1.75  0.20
H: -3.84 2.52 1.81  0.27
O: -2.93 2.49 1.99  -0.65
H: 1.07 -3.33 0.06  0.30
H: 1.57 -4.61 -0.50  0.32
O: 0.74 -4.21 -0.19  -0.60
H: 0.21 3.35 -2.85  0.26
H: -0.21 4.47 -1.88  0.35
O: 0.55 3.95 -2.23  -0.62



Molecular formula: C4H36BO26
Method: DFT, the ωB97M-V functional and the def2-TZVPD basis

## Properties
Gap between HOMO and LUMO, hartree: 0.2561
Energy relative to the best compared isomer or geometry (same formula, charge and spin), eV: 14.7272
Spin multiplicity: 1
E_HOMO, Eh: -0.24414
Net charge: -1

Last column: Mulliken charge in e.
Positions of all 67 atoms, in Å:
O: 2.89 0.11 0.87  -0.27
C: 1.83 -0.53 0.68  0.94
O: 0.83 0.14 0.47  -0.58
B: -0.17 -0.92 0.09  1.95
O: 0.54 -2.19 0.19  -0.92
C: 1.70 -1.87 0.45  0.08
O: 2.72 -2.77 0.44  -0.69
O: -0.81 -0.68 -1.28  -0.66
C: -1.97 -0.44 -1.08  0.61
O: -2.69 -0.35 -2.15  -0.90
C: -2.36 -0.60 0.24  0.16
O: -1.40 -1.04 0.92  -0.20
O: -3.19 0.08 0.78  -0.66
O: -3.40 0.54 -4.10  -0.72
H: -3.32 -0.27 -3.62  0.46
H: -3.26 1.30 -3.57  0.40
O: -4.75 3.23 1.91  -0.74
H: -4.68 2.37 1.37  0.47
H: -4.01 3.73 1.71  0.28
O: 5.63 -0.33 1.55  -0.85
H: 4.68 -0.61 1.30  0.40
H: 5.50 0.49 2.05  0.48
O: -3.09 1.96 -0.33  -0.89
H: -3.23 1.01 0.03  0.42
H: -2.40 1.93 0.27  0.56
O: -4.35 0.59 3.81  -0.65
H: -4.63 0.39 2.97  0.30
H: -4.67 1.46 4.05  0.33
O: 4.77 1.67 2.17  -0.69
H: 5.56 1.95 1.61  0.34
H: 4.24 1.52 1.49  0.34
O: -0.96 -4.35 1.86  -0.64
H: -0.60 -4.78 0.94  0.35
H: -0.48 -3.55 1.97  0.31
O: 4.14 -5.00 1.83  -0.63
H: 3.52 -4.35 1.65  0.38
H: 3.93 -5.40 2.72  0.31
O: 2.90 -4.67 -2.32  -0.68
H: 2.55 -4.95 -1.39  0.33
H: 2.55 -5.03 -3.13  0.30
O: -5.52 1.39 0.98  -0.59
H: -6.53 1.06 1.23  0.25
H: -4.92 0.60 0.71  0.45
O: -0.86 2.03 1.20  -0.83
H: -0.27 1.92 0.40  0.51
H: -0.77 1.39 1.76  0.31
O: 0.21 0.86 -4.01  -0.64
H: 0.32 0.94 -3.07  0.33
H: 0.36 1.57 -4.56  0.22
O: 3.08 2.62 -0.14  -0.57
H: 4.05 2.81 -0.57  0.28
H: 2.85 3.18 0.48  0.23
O: -3.16 3.05 -2.82  -0.73
H: -4.14 3.32 -2.75  0.34
H: -3.18 2.39 -1.99  0.41
O: 3.24 0.45 -1.99  -0.52
H: 3.20 0.55 -1.07  -0.08
H: 4.21 0.78 -1.90  0.28
O: 2.19 -2.08 -2.86  -0.63
H: 2.71 -1.19 -2.75  0.39
H: 2.80 -2.80 -2.49  0.36
O: -1.04 0.79 3.24  -0.64
H: -0.36 0.16 3.37  0.26
H: -1.94 0.61 3.49  0.33
O: 0.92 1.42 -1.45  -0.73
H: 0.77 0.61 -0.87  0.45
H: 1.73 1.80 -1.05  0.42